Entry 1:
C16H32Br2CaClF5MgN5NaO7PS | ωB97M-V/def2-TZVPD

Atoms and positions in Å:
F  6.592  5.197  -6.099
C  5.731  3.983  -5.882
F  6.662  2.858  -5.639
C  4.583  4.203  -4.733
F  4.153  5.647  -4.854
F  3.332  3.418  -5.052
N  5.054  4.034  -3.307
N  5.095  5.085  -2.403
C  5.567  4.660  -1.030
S  5.679  5.908  0.398
N  5.874  3.179  -1.075
C  5.515  2.836  -2.509
C  5.669  1.302  -3.064
C  4.342  0.688  -3.803
C  2.985  0.998  -2.937
Br  2.953  -0.131  -1.240
H  5.168  3.758  -6.905
H  4.656  6.852  0.062
H  6.241  2.593  -0.289
H  5.858  0.620  -2.102
H  6.657  1.165  -3.719
H  4.316  1.059  -4.917
H  4.483  -0.495  -3.863
H  2.067  0.612  -3.587
H  2.821  2.125  -2.670
F  4.871  -2.061  -0.608
C  -1.336  -3.284  0.414
C  -0.653  -2.055  -0.103
O  0.034  -2.002  -1.103
N  -0.807  -0.774  0.471
C  -1.200  -0.645  1.873
H  -0.816  -4.170  0.040
H  -1.312  -3.316  1.505
H  -2.372  -3.295  0.065
H  -1.468  -0.301  -0.156
H  0.078  -0.310  0.226
H  -2.207  -1.048  2.000
H  -1.187  0.419  2.123
H  -0.475  -1.182  2.490
C  -0.126  -5.845  -3.138
C  -1.450  -5.227  -3.555
C  -1.241  -4.053  -4.498
O  -2.150  -4.782  -2.396
H  0.497  -5.117  -2.606
H  -0.291  -6.681  -2.450
H  0.430  -6.212  -4.007
H  -2.073  -5.985  -4.043
H  -0.658  -3.261  -4.015
H  -2.203  -3.610  -4.780
H  -0.719  -4.366  -5.408
H  -1.605  -4.109  -1.956
O  -5.434  1.299  1.298
P  -4.962  0.999  2.730
O  -4.384  -0.424  2.792
O  -6.153  1.112  3.696
O  -3.877  2.011  3.135
Mg  3.744  -3.528  0.658
Cl  -7.345  -0.489  3.964
C  -6.258  1.031  7.029
O  -6.358  0.075  6.271
N  -6.365  0.977  8.403
C  -6.233  2.158  9.232
C  -6.618  -0.299  9.039
H  -6.065  2.048  6.651
H  -5.399  2.012  9.924
H  -7.159  2.298  9.797
H  -6.045  3.047  8.624
H  -5.809  -0.990  8.785
H  -7.560  -0.705  8.659
H  -6.678  -0.184  10.125
Na  3.094  7.587  1.130
Ca  1.777  -7.040  -4.386
Br  -1.523  -1.877  -2.723

Output
Energy above the lowest of the compared OMol25 structures with the same formula, charge and spin   290.4 kcal/mol
Highest occupied orbital energy   -6.671 eV
Net charge   +1
LUMO   -5.47 eV
Orbital gap   1.20 eV

---

Entry 2:
C3H9NO2 | ωB97M-V/def2-TZVPD

Atoms and positions in Å:
C  0.732  2.234  0.727
N  0.567  1.730  -0.593
H  -0.150  -2.574  -2.272
H  1.452  1.322  -0.855
H  -0.102  1.012  -0.550
H  0.403  1.656  1.589
H  0.381  3.279  0.940
H  1.735  2.600  0.795
C  -1.230  -1.538  0.489
C  0.021  -1.653  -0.420
O  -0.184  -1.829  -1.730
O  1.137  -1.281  -0.248
H  -2.182  -1.501  -0.058
H  -1.138  -0.830  1.431
H  -1.442  -2.626  0.756

Output
Energy above the lowest of the compared OMol25 structures with the same formula, charge and spin   67.6 kcal/mol
Highest occupied orbital energy   -8.905 eV
Net charge   0
LUMO   0.54 eV
Orbital gap   9.45 eV

---

Entry 3:
C8H6N3PSV | ωB97M-V/def2-TZVPD

Atoms and positions in Å:
C  2.982  2.567  0.346
C  1.990  1.955  0.045
C  0.849  1.097  0.002
C  0.912  -0.270  0.195
C  -0.246  -1.068  0.187
P  -0.120  -2.838  0.408
N  -0.335  -3.427  -1.102
C  -1.515  -0.403  -0.036
N  -2.694  -0.977  -0.062
S  -3.772  0.241  -0.352
N  -2.788  1.469  -0.452
C  -1.528  1.007  -0.248
C  -0.373  1.754  -0.240
H  3.841  3.096  0.717
H  1.886  -0.709  0.375
H  -1.070  -3.325  1.324
H  1.170  -3.149  0.874
H  0.512  -3.922  -1.420
H  -0.394  2.826  -0.429
V  0.694  4.075  -0.133

Output
Highest occupied orbital energy   -19.466 eV
Net charge   +3
LUMO   -15.88 eV
Orbital gap   3.59 eV

---

Entry 4:
C35H35As2ClCoN3O5S | ωB97M-V/def2-TZVPD

Atoms and positions in Å:
Co  1.727  -0.628  -1.398
Cl  -1.900  -6.786  -1.637
C  -1.404  -5.064  -1.507
C  -2.146  -4.098  -2.160
C  -1.906  -2.756  -1.930
C  -0.743  -2.429  -1.200
O  -0.336  -1.228  -1.050
C  0.063  -3.456  -0.534
C  1.165  -3.092  0.318
N  1.817  -1.966  0.274
C  2.826  -1.672  1.176
C  3.141  -2.357  2.362
C  4.107  -1.808  3.243
C  4.873  -0.725  2.897
C  4.569  -0.014  1.714
C  5.269  1.141  1.289
C  4.910  1.893  0.287
C  3.742  1.354  -0.419
N  3.223  0.203  -0.181
C  3.606  -0.553  0.889
C  -0.268  -4.778  -0.775
H  -2.920  -4.434  -2.833
H  -2.501  -1.976  -2.450
H  1.382  -3.782  1.184
H  2.557  -3.226  2.635
H  4.156  -2.216  4.227
H  5.568  -0.314  3.547
H  5.997  1.471  2.029
H  5.185  2.902  0.059
H  3.245  1.842  -1.182
H  0.300  -5.611  -0.370
C  1.313  0.073  5.629
As  0.606  -0.048  3.787
C  1.762  1.391  3.091
C  -1.001  1.127  4.090
C  -1.412  1.553  5.354
C  -2.499  2.366  5.575
C  -3.205  2.765  4.426
C  -2.863  2.338  3.156
C  -1.783  1.531  2.960
As  -1.370  0.741  1.169
C  -2.351  1.851  -0.047
C  -2.594  -0.716  1.340
H  0.751  -0.571  6.290
H  1.247  1.069  6.061
H  2.329  -0.162  5.447
H  1.333  2.398  3.292
H  1.900  1.391  1.987
H  2.654  1.275  3.659
H  -0.794  1.292  6.261
H  -2.865  2.533  6.540
H  -4.046  3.408  4.614
H  -3.287  2.742  2.242
H  -3.415  1.862  0.110
H  -1.986  1.478  -1.037
H  -1.976  2.897  0.092
H  -3.603  -0.335  1.527
H  -2.247  -1.444  2.091
H  -2.491  -1.211  0.389
C  -5.051  1.211  -5.075
C  -3.644  1.383  -4.542
C  -2.992  2.636  -4.513
C  -1.695  2.739  -4.049
C  -1.058  1.579  -3.623
C  -1.634  0.313  -3.699
C  -2.927  0.238  -4.190
S  0.598  1.765  -2.953
O  1.117  2.836  -3.755
O  0.520  1.922  -1.485
N  1.353  0.418  -3.083
C  1.799  -0.206  -4.331
C  2.499  -1.539  -3.945
O  2.880  -2.221  -4.879
O  2.657  -1.843  -2.647
H  -5.721  0.944  -4.261
H  -5.139  0.406  -5.849
H  -5.364  2.116  -5.537
H  -3.582  3.546  -4.806
H  -1.171  3.677  -4.032
H  -1.075  -0.510  -3.341
H  -3.346  -0.802  -4.240
H  2.583  0.378  -4.767
H  0.981  -0.417  -4.996

Output
Energy above the lowest of the compared OMol25 structures with the same formula, charge and spin   20.7 kcal/mol
Highest occupied orbital energy (spin up / spin down)   -4.903 / -4.895 eV
Net charge   -1
LUMO (spin up / spin down)   1.53 / 1.50 eV
Orbital gap (spin up / spin down)   6.43 / 6.40 eV
Multiplicity   4

---

Entry 5:
C4H5NO3 | ωB97M-V/def2-TZVPD

Atoms and positions in Å:
C  0.430  -0.425  0.736
C  -1.495  -0.392  -0.359
C  -0.502  0.091  -1.289
C  0.788  -0.044  -0.596
H  1.968  -0.264  2.121
H  0.941  1.292  1.807
H  -3.232  -0.599  0.252
H  -0.655  0.226  -2.383
H  2.540  0.029  -1.889
N  0.872  0.169  1.959
O  -1.040  -0.414  0.913
O  -2.807  -0.134  -0.484
O  2.192  0.465  -0.788

Output
Energy above the lowest of the compared OMol25 structures with the same formula, charge and spin   121.6 kcal/mol
Highest occupied orbital energy   -7.892 eV
Net charge   0
LUMO   0.17 eV
Orbital gap   8.06 eV

---

Entry 6:
C11H11N5O4S2 | ωB97M-V/def2-TZVPD

Atoms and positions in Å:
C  -5.893  -1.106  1.059
H  -5.988  -0.028  1.217
O  -5.224  -1.393  -0.150
C  -3.972  -0.914  -0.323
C  -3.256  -0.197  0.624
C  -1.970  0.247  0.333
C  -1.390  0.032  -0.918
C  -2.110  -0.714  -1.849
C  -3.366  -1.193  -1.556
H  -3.920  -1.774  -2.275
H  -1.667  -0.906  -2.814
N  -0.159  0.596  -1.276
C  0.154  1.888  -0.996
O  -0.627  2.687  -0.533
C  1.584  2.250  -1.358
H  1.662  3.327  -1.496
H  1.949  1.710  -2.229
S  2.692  1.877  0.045
C  2.826  0.163  -0.103
N  2.300  -0.565  -1.029
N  2.563  -1.868  -0.917
C  3.312  -2.162  0.088
N  3.779  -3.397  0.367
H  4.109  -3.578  1.299
H  3.334  -4.158  -0.119
S  3.774  -0.751  1.061
H  0.592  -0.022  -1.590
N  -1.231  0.853  1.413
O  -1.856  1.429  2.270
O  -0.030  0.672  1.433
H  -3.650  0.024  1.604
H  -5.384  -1.558  1.915
H  -6.884  -1.545  0.957

Output
Highest occupied orbital energy   -8.357 eV
Net charge   0
LUMO   -0.09 eV
Orbital gap   8.27 eV

---

Entry 7:
C10H28O4 | ωB97M-V/def2-TZVPD

Atoms and positions in Å:
C  0.893  2.603  -0.995
C  2.198  1.896  -0.686
O  1.913  0.619  -0.143
C  3.071  -0.143  0.123
C  2.689  -1.515  0.623
H  1.089  3.653  -1.204
H  0.333  2.126  -1.794
H  0.312  2.582  -0.068
H  2.846  1.787  -1.565
H  2.776  2.488  0.038
H  3.700  -0.268  -0.769
H  3.675  0.400  0.863
H  1.974  -1.993  -0.058
H  2.206  -1.474  1.598
H  3.545  -2.188  0.608
C  0.234  -1.576  -6.126
C  -0.236  -0.842  -4.896
O  -0.347  -1.752  -3.815
H  -0.464  -2.366  -6.406
H  1.220  -2.017  -5.977
H  0.326  -0.881  -6.965
H  -1.211  -0.373  -5.071
H  0.506  -0.067  -4.659
H  -0.438  -1.252  -2.989
C  -1.569  0.446  5.013
C  -2.916  0.908  5.554
O  -2.969  0.691  6.971
H  -1.548  0.402  3.923
H  -1.341  -0.546  5.410
H  -0.770  1.109  5.345
H  -3.733  0.393  5.050
H  -2.988  1.990  5.435
H  -3.591  -0.013  7.165
C  -1.950  -0.050  0.517
C  -1.067  -1.097  -0.154
O  -0.350  -0.600  -1.269
H  -1.405  0.874  0.715
H  -2.216  -0.449  1.502
H  -2.853  0.175  -0.047
H  -1.666  -1.959  -0.451
H  -0.370  -1.482  0.600
H  0.488  -0.235  -0.946

Output
Energy above the lowest of the compared OMol25 structures with the same formula, charge and spin   16.6 kcal/mol
Highest occupied orbital energy   -9.475 eV
Net charge   0
LUMO   0.71 eV
Orbital gap   10.19 eV

---

Entry 8:
C5H7N | ωB97M-V/def2-TZVPD

Atoms and positions in Å:
C  -1.097  -0.563  -1.613
C  -0.384  0.190  -0.736
C  -0.962  0.391  0.576
N  -0.021  0.416  1.465
C  1.267  0.126  0.786
C  0.989  0.522  -0.622
H  1.273  -0.985  0.852
H  -2.151  -0.735  -1.469
H  -0.554  -0.940  -2.469
H  -2.014  0.375  0.853
H  -0.151  0.395  2.465
H  2.097  0.629  1.281
H  1.707  0.178  -1.370

Output
Energy above the lowest of the compared OMol25 structures with the same formula, charge and spin   85.0 kcal/mol
Highest occupied orbital energy (spin up / spin down)   -6.052 / -5.924 eV
Net charge   0
LUMO (spin up / spin down)   0.25 / 0.18 eV
Orbital gap (spin up / spin down)   6.30 / 6.10 eV

---

Entry 9:
H12O6 | ωB97M-V/def2-TZVPD

Atoms and positions in Å:
O  2.821  -6.871  1.734
H  2.155  -7.452  1.358
H  3.533  -7.463  2.000
O  -5.790  1.786  0.336
H  -5.695  1.565  -0.601
H  -6.237  1.104  0.917
O  -3.622  3.417  0.937
H  -4.071  4.273  1.020
H  -4.246  2.706  0.707
O  -7.118  0.591  2.235
H  -7.577  1.439  2.347
H  -6.455  0.599  2.938
O  -4.176  -0.513  1.733
H  -3.502  -0.429  1.051
H  -4.774  -1.251  1.560
O  18.040  1.818  -6.859
H  18.725  1.972  -6.181
H  17.987  2.707  -7.232

Output
Energy above the lowest of the compared OMol25 structures with the same formula, charge and spin   39.3 kcal/mol
Highest occupied orbital energy (spin up / spin down)   -12.225 / -12.225 eV
Net charge   +1
LUMO (spin up / spin down)   -3.67 / -11.31 eV
Orbital gap (spin up / spin down)   8.56 / 0.92 eV
Multiplicity   2

---

Entry 10:
C6H36O13 | ωB97M-V/def2-TZVPD

Atoms and positions in Å:
C  -0.857  -0.065  -2.605
O  0.275  -0.668  -3.207
C  -0.428  0.924  -1.473
C  -0.223  0.259  -0.092
C  -1.411  0.062  0.797
C  -2.413  -0.809  0.373
C  -1.321  0.728  2.098
H  -1.513  0.490  -3.278
H  -1.538  -0.788  -2.138
H  0.121  -0.604  -4.145
H  -1.216  1.677  -1.406
H  0.514  1.299  -1.845
H  0.617  0.775  0.367
H  0.207  -0.773  -0.070
H  -2.567  -1.566  -0.395
H  -3.313  -0.964  0.958
H  -1.079  -0.109  2.788
H  -0.652  1.583  2.053
H  -2.302  0.997  2.508
H  1.833  -2.507  2.506
H  1.212  -2.229  3.920
O  0.993  -2.522  3.037
H  -1.404  -3.743  -1.675
H  -0.990  -2.800  -2.690
O  -1.441  -3.648  -2.633
H  1.940  2.688  -3.482
H  1.603  1.151  -3.368
O  2.282  1.823  -3.253
H  -0.846  3.685  0.836
H  0.717  4.029  0.858
O  -0.098  3.980  1.361
H  3.535  -0.844  1.876
H  3.103  -0.765  3.329
O  3.144  -1.362  2.585
H  2.872  1.748  2.245
H  3.521  1.144  0.949
O  3.540  1.160  1.913
H  -2.112  2.698  1.673
H  -3.239  3.587  1.298
O  -2.724  2.848  0.946
H  1.852  -1.069  -0.798
H  3.099  -1.319  -1.509
O  2.790  -0.874  -0.707
H  -4.053  1.309  -1.503
H  -2.978  1.675  -2.464
O  -3.839  1.979  -2.162
H  3.545  1.476  -1.271
H  2.192  2.550  -1.122
O  2.936  2.052  -0.828
H  -1.812  -2.651  2.473
H  -3.391  -2.382  2.771
O  -2.526  -2.616  3.110
H  0.675  -3.786  0.729
H  -0.475  -2.730  0.814
O  -0.018  -3.341  0.241

Output
Energy above the lowest of the compared OMol25 structures with the same formula, charge and spin   71.4 kcal/mol
Highest occupied orbital energy (spin up / spin down)   -13.457 / -13.457 eV
Net charge   +1
LUMO (spin up / spin down)   -4.95 / -8.58 eV
Orbital gap (spin up / spin down)   8.51 / 4.88 eV
Multiplicity   2

---

Entry 11:
C5H9NO | ωB97M-V/def2-TZVPD

Atoms and positions in Å:
C  -1.593  -1.218  -0.018
C  -0.592  -0.257  -0.643
C  -0.742  1.268  -0.349
C  0.725  1.328  0.163
C  0.777  -0.170  -0.001
N  1.591  -1.092  0.301
O  2.732  -0.560  0.904
H  -2.559  -1.172  -0.533
H  -1.758  -0.976  1.037
H  -1.222  -2.246  -0.069
H  -0.508  -0.449  -1.718
H  -0.963  1.890  -1.218
H  -1.480  1.478  0.431
H  0.882  1.690  1.183
H  1.421  1.852  -0.500
H  3.276  -1.344  1.054

Output
Energy above the lowest of the compared OMol25 structures with the same formula, charge and spin   66.5 kcal/mol
Highest occupied orbital energy   -9.431 eV
Net charge   0
LUMO   1.09 eV
Orbital gap   10.52 eV

---

Entry 12:
C14H39AlN4O7 | ωB97M-V/def2-TZVPD

Atoms and positions in Å:
Al  -3.279  -0.728  -0.116
N  -0.013  0.517  -1.840
O  -0.651  0.296  -0.807
O  1.003  1.196  -1.875
O  -0.416  -0.007  -2.892
C  -2.093  3.842  2.151
C  -2.877  2.837  1.288
C  -2.458  2.979  -0.178
O  -3.227  2.174  -1.056
C  -2.927  2.591  -2.404
N  -2.666  1.475  1.845
H  -1.023  3.628  2.151
H  -2.411  3.721  3.188
H  -2.339  4.853  1.831
H  -3.920  3.127  1.408
H  -1.389  2.810  -0.342
H  -2.622  4.052  -0.328
H  -2.044  2.106  -2.815
H  -3.115  3.618  -2.719
H  -3.765  2.115  -2.931
H  -3.345  1.352  2.595
H  -1.796  1.404  2.367
C  -3.191  -3.022  4.420
C  -2.906  -2.378  3.068
C  -1.431  -2.433  2.768
O  -1.102  -1.476  1.748
C  0.278  -1.360  1.555
N  -3.628  -3.001  1.961
H  -2.488  -2.619  5.149
H  -3.122  -4.103  4.309
H  -4.172  -2.721  4.789
H  -3.153  -1.315  3.164
H  -1.086  -3.374  2.316
H  -0.871  -2.268  3.692
H  0.414  -0.507  0.890
H  0.781  -2.285  1.241
H  0.864  -1.125  2.456
H  -4.631  -2.952  2.117
H  -3.392  -3.983  1.862
C  2.989  -3.812  -0.412
C  2.312  -2.884  -1.434
C  3.360  -2.060  -2.244
O  2.657  -1.429  -3.305
C  3.134  -0.183  -3.677
N  1.409  -3.642  -2.295
H  2.771  -3.551  0.628
H  4.051  -3.534  -0.327
H  3.012  -4.887  -0.565
H  1.713  -2.057  -1.046
H  4.131  -2.648  -2.764
H  3.939  -1.333  -1.669
H  2.433  0.303  -4.353
H  4.108  -0.394  -4.148
H  3.201  0.497  -2.796
H  1.839  -4.567  -2.401
H  0.645  -3.976  -1.697
C  3.355  4.297  -1.063
C  4.142  3.125  -1.601
O  3.648  1.877  -1.089
H  3.503  4.359  0.021
H  2.276  4.127  -1.114
H  3.645  5.265  -1.464
H  5.202  3.152  -1.362
H  4.056  3.047  -2.692
H  2.683  1.871  -1.159

Output
Highest occupied orbital energy   -14.417 eV
Net charge   +2
LUMO   -11.98 eV
Orbital gap   2.43 eV

---

Looking at DFT total energy for the records above, in order, we have -9315.35085, -324.86481, -2154.70521, -8607.95858, -435.72675, -1796.79662, -698.71836, -249.33772, -458.20893, -1227.86582, -325.83164, -1543.95347 Ha.